Model P:
DFT (ωB97M-V with the def2-TZVPD basis set) results for the ion C2H7N4O with charge +1.

Calculated values
Highest occupied orbital energy (spin up / spin down) ... -9.3 / -15.6 eV
Kohn-Sham gap (spin up / spin down) ... 6.27 / 8.15 eV
Spin multiplicity ... 3
Charge ... +1

```
14
Properties=species:S:1:pos:R:3:lowdin_charge:R:1
C -0.910 -0.279 0.173 -0.456
C -0.401 1.246 0.127 -0.061
N 0.006 -1.121 0.322 0.215
N -2.152 -0.665 0.133 0.284
N 2.239 -0.794 -0.321 0.196
N 1.276 -0.402 0.540 -0.096
O 0.990 1.045 0.383 -0.034
H -0.586 1.678 -0.918 0.150
H -0.869 1.627 1.118 0.154
H -2.836 -0.022 -0.148 0.131
H -2.507 -1.523 0.388 0.116
H 3.075 -0.983 0.118 0.108
H 2.237 -0.235 -1.118 0.119
H 1.522 -0.618 1.444 0.173
```

Model Q:
DFT (ωB97M-V with the def2-TZVPD basis set) results for the ion C2H7N4O with charge +1.

Calculated values
Highest occupied orbital energy (spin up / spin down) ... -10.2 / -14.7 eV
Kohn-Sham gap (spin up / spin down) ... 6.45 / 7.25 eV
Spin multiplicity ... 3
Charge ... +1

```
14
Properties=species:S:1:pos:R:3:lowdin_charge:R:1
C -2.058 -0.365 -0.008 -0.273
C 0.373 0.476 -0.489 -0.202
N -2.117 -1.464 -0.551 0.227
N -0.410 1.673 -0.567 0.003
N -1.981 0.560 0.775 0.087
N 0.973 0.286 0.909 0.244
O -1.376 1.734 0.463 -0.060
H -0.061 -0.439 -0.915 0.110
H 1.147 0.591 -1.219 0.137
H -2.919 -1.707 -0.957 0.047
H -0.871 1.479 -1.493 0.166
H 1.255 -0.633 1.276 0.189
H 0.133 0.800 1.399 0.184
H 1.744 0.864 1.100 0.142
```

Energies relative to the most stable structure are model P 0.0; model Q 43.1, reported in kJ/mol.

Model P:
DFT (ωB97M-V with the def2-TZVPD basis set) results for a cluster of 2 separate species, C7H16N in total.

Calculated values
Highest occupied orbital energy (spin up / spin down) ... -11.1 / -12.5 eV
Kohn-Sham gap (spin up / spin down) ... 6.98 / 9.43 eV
Spin multiplicity ... 1
Charge ... +1

```
24
Properties=species:S:1:pos:R:3:lowdin_charge:R:1
C 2.226 -0.448 -1.107 -0.058
C 2.025 0.015 0.050 -0.178
C 2.664 0.638 1.153 -0.095
C -1.138 -0.840 1.391 -0.051
C -1.236 -1.609 -0.998 -0.025
C -0.966 1.967 -0.203 0.015
C -1.164 -0.493 -0.028 -0.310
N -1.783 0.753 -0.557 0.044
H 1.674 -1.442 -1.485 0.094
H 3.197 -0.227 -1.744 0.116
H 3.647 0.302 1.146 0.078
H 2.460 1.676 1.265 0.081
H 2.345 0.317 2.113 0.076
H -0.505 -1.749 1.457 0.105
H -0.809 -0.110 2.098 0.073
H -2.127 -1.414 1.684 0.142
H -1.436 -1.140 -2.008 0.114
H -0.296 -2.058 -1.069 0.057
H -2.024 -2.251 -0.958 0.068
H -1.260 2.770 -0.958 0.125
H -1.274 2.373 0.781 0.111
H 0.105 1.628 -0.322 0.094
H -2.728 0.808 -0.194 0.189
H -1.596 0.534 -1.509 0.134
```

Model Q:
DFT (ωB97M-V with the def2-TZVPD basis set) results for the ion C7H16N with charge +1.

Calculated values
Highest occupied orbital energy ... -13.6 eV
Kohn-Sham gap ... 10.11 eV
Spin multiplicity ... 1
Structure (SMILES) ... C=CCCC[C@@H](C)[NH3+]
Charge ... +1

```
24
Properties=species:S:1:pos:R:3:lowdin_charge:R:1
C -0.359 2.708 1.176 -0.079
C -0.454 1.480 0.310 -0.364
C -0.086 0.251 1.250 -0.126
C -0.465 -1.249 0.887 -0.219
C 0.447 -2.232 0.200 -0.194
C 0.535 -2.103 -1.298 -0.063
C -0.276 -1.157 -1.883 -0.016
N 0.611 1.473 -0.779 0.113
H -0.546 3.633 0.755 0.045
H 0.436 2.798 1.933 0.106
H -1.400 2.795 1.729 0.148
H -1.480 1.241 -0.134 0.174
H 1.059 0.175 1.286 0.131
H -0.393 0.654 2.266 0.126
H -0.816 -1.683 1.797 0.107
H -1.382 -1.170 0.356 0.091
H 1.440 -2.399 0.685 0.137
H -0.193 -3.071 0.505 0.128
H 1.248 -2.568 -1.842 0.072
H -0.056 -0.993 -2.933 0.072
H -0.955 -0.451 -1.507 0.026
H 0.467 2.359 -1.446 0.212
H 0.501 0.571 -1.394 0.113
H 1.738 1.607 -0.459 0.262
```

Energies relative to the most stable structure are model P 328.7; model Q 0.0, reported in kJ/mol.

Model P:
DFT (ωB97M-V with the def2-TZVPD basis set) results for a cluster of 2 separate species, C2H6NO in total.

Calculated values
Highest occupied orbital energy (spin up / spin down) ... -14.8 / -15.2 eV
Kohn-Sham gap (spin up / spin down) ... 10.37 / 9.12 eV
Spin multiplicity ... 1
Charge ... +1

```
10
Properties=species:S:1:pos:R:3:lowdin_charge:R:1
C -1.166 -1.274 -0.002 0.079
C -0.284 0.003 -0.320 -0.192
N 0.384 0.962 0.621 0.214
O -1.629 0.063 -0.447 0.025
H -1.268 -2.040 -0.674 0.088
H -1.290 -1.544 0.990 0.092
H 1.108 0.911 -2.584 0.126
H 1.362 0.639 0.750 0.180
H -0.046 1.351 1.488 0.192
H 0.401 1.830 -0.029 0.195
```

Model Q:
DFT (ωB97M-V with the def2-TZVPD basis set) results for the ion C2H6NO with charge +1.

Calculated values
Highest occupied orbital energy ... -15.4 eV
Kohn-Sham gap ... 9.27 eV
Spin multiplicity ... 1
Structure (SMILES) ... [NH2+]=CCO
Charge ... +1

```
10
Properties=species:S:1:pos:R:3:lowdin_charge:R:1
C 0.629 -0.116 -0.544 -0.208
C -0.702 0.027 0.152 0.059
N -0.850 0.577 1.399 0.155
O 0.675 -1.097 -1.567 -0.042
H 1.349 -0.502 0.216 0.159
H -1.583 -0.564 -0.241 0.182
H 1.056 0.821 -0.837 0.140
H 1.425 -1.049 -2.202 0.136
H -1.872 0.990 1.440 0.195
H -0.126 0.913 2.185 0.224
```

Model R:
DFT (ωB97M-V with the def2-TZVPD basis set) results for the ion C2H6NO with charge +1.

Calculated values
Highest occupied orbital energy ... -15.4 eV
Kohn-Sham gap ... 10.90 eV
Spin multiplicity ... 1
Structure (SMILES) ... [NH3+]CC=O
Charge ... +1

```
10
Properties=species:S:1:pos:R:3:lowdin_charge:R:1
C 0.325 -0.908 -1.127 -0.240
C -0.107 0.434 -0.509 0.009
N -0.191 0.296 1.185 0.168
O 0.635 -1.957 -0.601 0.095
H 0.297 -0.752 -2.302 0.170
H 0.614 1.310 -0.419 0.144
H -1.134 0.724 -0.928 0.155
H 0.282 1.189 1.536 0.178
H 0.375 -0.546 1.550 0.184
H -1.096 0.211 1.615 0.136
```

Energies relative to the most stable structure are model P 532.5; model Q 52.4; model R 0.0, reported in kJ/mol.

Model P:
DFT (ωB97M-V with the def2-TZVPD basis set) results for the molecule C2H4N4O2.

Calculated values
Highest occupied orbital energy ... -9.6 eV
Kohn-Sham gap ... 9.74 eV
Spin multiplicity ... 1
Structure (SMILES) ... [H]/N=c1\[nH]c(O)nn1O
Charge ... 0

```
12
Properties=species:S:1:pos:R:3:lowdin_charge:R:1
C -0.186 0.374 1.186 -0.543
C 0.155 -0.798 -0.675 -0.415
H -0.559 1.532 2.526 0.196
H 0.963 0.973 -1.913 0.089
H -1.206 -1.197 -1.870 0.122
H -1.708 -0.969 0.917 0.236
N 1.011 0.733 0.832 0.103
N 1.521 -0.305 -0.208 0.054
N -0.047 -1.039 -1.988 0.088
N -0.693 -0.719 0.457 0.102
O -1.041 0.698 2.128 0.098
O 1.791 0.718 -1.392 -0.130
```

Model Q:
DFT (ωB97M-V with the def2-TZVPD basis set) results for the molecule C2H4N4O2.

Calculated values
Highest occupied orbital energy ... -9.4 eV
Kohn-Sham gap ... 9.34 eV
Spin multiplicity ... 1
Structure (SMILES) ... O/N=c1/[nH]cnn1O
Charge ... 0

```
12
Properties=species:S:1:pos:R:3:lowdin_charge:R:1
C 0.313 0.611 0.003 -0.474
C -1.775 0.186 -0.744 -0.174
H 2.221 -0.367 0.858 0.189
H -1.318 2.170 -0.177 0.175
H -2.778 0.080 -1.095 0.116
H 0.943 -2.208 1.020 0.124
N 1.387 1.208 0.138 0.083
N -0.949 1.190 -0.228 0.116
N -1.321 -1.037 -0.661 0.094
N 0.143 -0.772 -0.254 0.001
O 2.610 0.246 -0.096 -0.159
O 0.524 -1.306 1.236 -0.092
```

Energies relative to the most stable structure are model P 0.0; model Q 131.6, reported in kJ/mol.

Model P:
DFT (ωB97M-V with the def2-TZVPD basis set) results for a cluster of 2 separate species, C2H6N2 in total.

Calculated values
Highest occupied orbital energy ... -10.0 eV
Kohn-Sham gap ... 11.00 eV
Spin multiplicity ... 1
Structure (SMILES) ... C=N.C=N
Charge ... 0

```
10
Properties=species:S:1:pos:R:3:lowdin_charge:R:1
C -1.703 1.790 -0.682 -0.152
N -0.920 2.724 -0.983 0.004
H -2.263 1.309 -1.468 0.052
H -1.811 1.482 0.359 0.060
H -0.434 3.164 -0.199 0.036
C 1.529 -1.887 0.264 -0.157
N 0.939 -2.768 0.937 0.009
H 1.337 -1.908 -0.807 0.054
H 2.235 -1.143 0.638 0.060
H 1.092 -2.763 1.942 0.034
```

Model Q:
DFT (ωB97M-V with the def2-TZVPD basis set) results for the molecule C2H6N2.

Calculated values
Highest occupied orbital energy ... -9.1 eV
Kohn-Sham gap ... 9.97 eV
Spin multiplicity ... 1
Structure (SMILES) ... [H]/N=C(/C)N
Charge ... 0

```
10
Properties=species:S:1:pos:R:3:lowdin_charge:R:1
C -1.292 -0.155 -0.012 -0.075
C 0.279 -0.309 -0.043 -0.575
H -1.857 -0.160 1.021 0.092
H -1.573 0.866 -0.493 0.071
H -1.617 -1.117 -0.695 0.118
H 0.403 1.733 0.304 0.147
H 1.951 0.960 -0.175 0.058
H 1.847 -1.213 0.093 0.022
N 0.995 0.861 -0.029 0.068
N 0.865 -1.468 0.029 0.072
```

Model R:
DFT (ωB97M-V with the def2-TZVPD basis set) results for a cluster of 2 separate species, C2H6N2 in total.

Calculated values
Highest occupied orbital energy ... -9.5 eV
Kohn-Sham gap ... 10.52 eV
Spin multiplicity ... 1
Structure (SMILES) ... C1=NN1.C
Charge ... 0

```
10
Properties=species:S:1:pos:R:3:lowdin_charge:R:1
C 1.691 -0.579 0.032 -0.251
C -2.137 0.227 -0.133 -0.051
N 2.810 0.199 -0.194 -0.012
N 1.366 0.603 0.225 0.111
H 1.373 -1.595 -0.004 0.107
H -2.152 -0.205 -1.126 0.014
H -1.295 0.902 -0.035 -0.006
H -3.059 0.770 0.034 0.012
H 3.456 0.238 0.598 0.064
H -2.051 -0.560 0.604 0.011
```

Model S:
DFT (ωB97M-V with the def2-TZVPD basis set) results for the molecule C2H6N2.

Calculated values
Highest occupied orbital energy ... -9.3 eV
Kohn-Sham gap ... 10.17 eV
Spin multiplicity ... 1
Structure (SMILES) ... [H]/N=C(/C)N
Charge ... 0

```
10
Properties=species:S:1:pos:R:3:lowdin_charge:R:1
C -1.102 -0.406 -0.824 -0.037
C 0.049 0.141 0.118 -0.557
H -1.607 0.471 -1.271 0.079
H -0.799 -1.137 -1.522 0.035
H -1.795 -0.886 -0.128 0.071
H 1.375 -0.945 -1.103 0.137
H 2.123 -0.327 0.236 0.078
H 0.500 1.168 1.656 0.031
N 1.209 -0.528 -0.113 0.080
N -0.278 0.991 1.023 0.084
```

Energies relative to the most stable structure are model P 147.9; model Q 63.3; model R 303.0; model S 0.0, reported in kJ/mol.

Model P:
DFT (ωB97M-V with the def2-TZVPD basis set) results for a cluster of 2 separate species, C2H6N2 in total.

Calculated values
Highest occupied orbital energy ... -9.5 eV
Kohn-Sham gap ... 10.37 eV
Spin multiplicity ... 1
Structure (SMILES) ... C=N.C=N
Charge ... 0

```
10
Properties=species:S:1:pos:R:3:lowdin_charge:R:1
C 2.777 0.805 0.109 -0.153
N 2.532 -0.216 -0.602 -0.006
H 2.674 1.855 -0.176 0.060
H 3.016 0.546 1.145 0.057
H 1.708 -0.122 -1.204 0.041
C -2.430 -0.885 -0.038 -0.161
N -2.991 0.221 0.195 0.011
H -2.190 -1.090 -1.083 0.049
H -2.225 -1.788 0.555 0.063
H -2.871 0.674 1.098 0.038
```

Model Q:
DFT (ωB97M-V with the def2-TZVPD basis set) results for the molecule C2H6N2.

Calculated values
Highest occupied orbital energy ... -9.1 eV
Kohn-Sham gap ... 9.83 eV
Spin multiplicity ... 1
Structure (SMILES) ... [H]/N=C\NC
Charge ... 0

```
10
Properties=species:S:1:pos:R:3:lowdin_charge:R:1
C -1.401 -0.461 0.019 -0.173
C 0.791 0.483 -0.055 -0.435
H -2.355 -0.088 -0.521 0.103
H -0.981 -1.295 -0.726 0.116
H -1.498 -1.038 0.944 0.072
H -0.780 1.663 0.654 0.249
H 1.450 1.418 -0.287 0.130
H 1.012 -1.483 0.028 0.035
N -0.538 0.662 -0.042 -0.148
N 1.511 -0.564 0.060 0.051
```

Energies relative to the most stable structure are model P 114.2; model Q 0.0, reported in kJ/mol.

Model P:
DFT (ωB97M-V with the def2-TZVPD basis set) results for a cluster of 2 separate species, C2H6N2 in total.

Calculated values
Highest occupied orbital energy ... -9.5 eV
Kohn-Sham gap ... 10.77 eV
Spin multiplicity ... 1
Structure (SMILES) ... C=N.C=N
Charge ... 0

```
10
Properties=species:S:1:pos:R:3:lowdin_charge:R:1
C -1.499 1.815 0.370 -0.158
N -0.270 1.896 0.570 0.012
H -2.087 0.916 0.548 0.057
H -2.087 2.679 0.027 0.057
H 0.210 2.792 0.513 0.042
C 1.197 -2.392 -0.345 -0.167
N 0.830 -1.232 -0.041 0.018
H 0.935 -3.229 0.311 0.052
H 1.644 -2.751 -1.282 0.059
H 1.127 -0.493 -0.671 0.029
```

Model Q:
DFT (ωB97M-V with the def2-TZVPD basis set) results for the molecule C2H6N2.

Calculated values
Highest occupied orbital energy ... -8.4 eV
Kohn-Sham gap ... 9.56 eV
Spin multiplicity ... 1
Structure (SMILES) ... C=NNC
Charge ... 0

```
10
Properties=species:S:1:pos:R:3:lowdin_charge:R:1
C 1.600 -0.203 0.009 -0.145
C -1.954 -0.050 -0.018 -0.100
H 2.338 0.505 -0.581 0.093
H 1.478 -1.149 -0.689 0.095
H 2.078 -0.469 1.086 0.100
H 0.018 1.264 -0.074 0.124
H -2.101 1.026 0.039 0.050
H -2.901 -0.638 0.049 0.066
N 0.240 0.279 0.121 -0.203
N -0.796 -0.565 0.059 -0.081
```

Energies relative to the most stable structure are model P 0.0; model Q 20.5, reported in kJ/mol.